Here is a cluster of 10 separate species, C30H30F10O30 in total at a distorted geometry from the OMol25 dataset. Energies are from ωB97M-V/def2-TZVPD.

gap between HOMO and LUMO	9.95	eV
E	-120198.7086	eV
ΔE to the lowest compared entry with this formula, charge and spin	4.9	kcal per mole

Each atom is followed by the atoms it is bonded to, with distances in Å.
CARTESIAN COORDINATES (ANGSTROEM)
1 O -3.749 -1.135 -1.047  C2 1.186
2 C -4.905 -1.396 -1.014  O1 1.186, O3 1.350, O7 1.354
3 O -5.514 -2.127 -0.055  C2 1.350, C4 1.438
4 C -6.937 -2.089 -0.262  O3 1.438, C5 1.524, H8 1.084, H9 1.090
5 C -7.058 -1.572 -1.691  C4 1.524, F6 1.347, O7 1.413, H10 1.090
6 F -8.028 -0.645 -1.812  C5 1.347
7 O -5.816 -0.931 -1.902  C2 1.354, C5 1.413
8 H -7.379 -3.064 -0.089  C4 1.084
9 H -7.334 -1.359 0.445  C4 1.090
10 H -7.182 -2.368 -2.425  C5 1.090
11 O 6.548 -0.196 0.985  C12 1.182
12 C 5.647 0.393 1.473  O11 1.182, O13 1.337, O17 1.381
13 O 4.822 1.268 0.891  C12 1.337, C14 1.419
14 C 3.735 1.551 1.758  O13 1.419, C15 1.521, H18 1.089, H19 1.091
15 C 4.258 1.119 3.119  C14 1.521, F16 1.374, O17 1.403, H20 1.089
16 F 3.301 0.425 3.818  C15 1.374
17 O 5.309 0.245 2.804  C12 1.381, C15 1.403
18 H 3.456 2.603 1.765  C14 1.089
19 H 2.843 1.040 1.394  C14 1.091
20 H 4.645 1.896 3.778  C15 1.089
21 O 2.471 -0.090 -0.740  C22 1.190
22 C 1.286 -0.194 -0.709  O21 1.190, O23 1.344, O27 1.356
23 O 0.574 -1.333 -0.769  C22 1.344, C24 1.432
24 C -0.789 -0.954 -0.991  O23 1.432, C25 1.522, H28 1.091, H29 1.085
25 C -0.839 0.389 -0.278  C24 1.522, F26 1.369, O27 1.403, H30 1.084
26 F -0.993 0.164 1.064  C25 1.369
27 O 0.463 0.863 -0.496  C22 1.356, C25 1.403
28 H -1.009 -0.893 -2.058  C24 1.091
29 H -1.500 -1.656 -0.566  C24 1.085
30 H -1.627 1.051 -0.617  C25 1.084
31 O 2.869 -5.444 3.971  C32 1.181
32 C 2.416 -4.547 3.351  O31 1.181, O33 1.349, O37 1.372
33 O 2.105 -4.543 2.038  C32 1.349, C34 1.428
34 C 1.441 -3.317 1.733  O33 1.428, C35 1.525, H38 1.085, H39 1.092
35 C 1.838 -2.395 2.882  C34 1.525, F36 1.359, O37 1.403, H40 1.089
36 F 0.752 -1.679 3.274  C35 1.359
37 O 2.177 -3.308 3.891  C32 1.372, C35 1.403
38 H 1.710 -2.994 0.733  C34 1.085
39 H 0.363 -3.477 1.802  C34 1.092
40 H 2.672 -1.723 2.684  C35 1.089
41 O -1.111 -4.092 -3.385  C42 1.186
42 C -1.418 -4.544 -2.332  O41 1.186, O43 1.338, O47 1.377
43 O -0.926 -5.656 -1.774  C42 1.338, C44 1.434
44 C -1.794 -6.023 -0.694  O43 1.434, C45 1.522, H48 1.091, H49 1.087
45 C -2.379 -4.672 -0.305  C44 1.522, F46 1.362, O47 1.397, H50 1.089
46 F -1.580 -4.000 0.570  C45 1.362
47 O -2.385 -3.991 -1.523  C42 1.377, C45 1.397
48 H -2.543 -6.716 -1.080  C44 1.091
49 H -1.250 -6.519 0.106  C44 1.087
50 H -3.365 -4.776 0.145  C45 1.089
51 O -2.014 3.374 6.509  C52 1.185
52 C -1.212 2.679 5.983  O51 1.185, O53 1.336, O57 1.377
53 O 0.078 2.556 6.309  C52 1.336, C54 1.439
54 C 0.749 1.746 5.326  O53 1.439, C55 1.518, H58 1.090, H59 1.086
55 C -0.405 1.052 4.625  C54 1.518, F56 1.368, O57 1.395, H60 1.087
56 F -0.582 -0.195 5.158  C55 1.368
57 O -1.514 1.840 4.934  C52 1.377, C55 1.395
58 H 1.323 2.404 4.673  C54 1.090
59 H 1.438 1.089 5.848  C54 1.086
60 H -0.282 0.990 3.546  C55 1.087
61 O -4.419 -0.330 -7.197  C62 1.184
62 C -4.031 -1.143 -6.428  O61 1.184, O63 1.344, O67 1.364
63 O -3.282 -2.218 -6.728  C62 1.344, C64 1.423
64 C -3.156 -3.055 -5.584  O63 1.423, C65 1.533, H68 1.091, H69 1.084
65 C -3.607 -2.147 -4.434  C64 1.533, F66 1.358, O67 1.404, H70 1.088
66 F -2.547 -1.606 -3.779  C65 1.358
67 O -4.299 -1.117 -5.090  C62 1.364, C65 1.404
68 H -3.843 -3.898 -5.679  C64 1.091
69 H -2.140 -3.405 -5.441  C64 1.084
70 H -4.306 -2.600 -3.735  C65 1.088
71 O 0.367 2.793 1.889  C72 1.190
72 C -0.628 3.441 1.962  O71 1.190, O73 1.353, O77 1.355
73 O -1.791 3.116 1.352  C72 1.353, C74 1.432
74 C -2.597 4.298 1.359  O73 1.432, C75 1.517, H78 1.093, H79 1.085
75 C -2.093 5.005 2.603  C74 1.517, F76 1.357, O77 1.406, H80 1.088
76 F -2.687 4.525 3.724  C75 1.357
77 O -0.740 4.622 2.618  C72 1.355, C75 1.406
78 H -2.338 4.906 0.488  C74 1.093
79 H -3.668 4.123 1.380  C74 1.085
80 H -2.225 6.083 2.551  C75 1.088
81 O 6.804 2.857 -3.550  C82 1.182
82 C 6.044 2.003 -3.250  O81 1.182, O83 1.353, O87 1.361
83 O 4.991 1.619 -4.008  C82 1.353, C84 1.421
84 C 4.230 0.650 -3.301  O83 1.421, C85 1.526, H88 1.088, H89 1.087
85 C 5.249 0.107 -2.303  C84 1.526, F86 1.369, O87 1.410, H90 1.082
86 F 5.986 -0.930 -2.809  C85 1.369
87 O 6.124 1.202 -2.153  C82 1.361, C85 1.410
88 H 3.397 1.112 -2.775  C84 1.088
89 H 3.894 -0.103 -4.009  C84 1.087
90 H 4.865 -0.201 -1.339  C85 1.082
91 O 4.958 4.857 -2.480  C92 1.181
92 C 3.929 4.741 -1.911  O91 1.181, O93 1.360, O97 1.364
93 O 3.739 3.850 -0.901  C92 1.360, C94 1.416
94 C 2.370 3.849 -0.537  O93 1.416, C95 1.518, H98 1.091, H99 1.085
95 C 1.866 5.173 -1.084  C94 1.518, F96 1.371, O97 1.412, H100 1.087
96 F 1.934 6.148 -0.123  C95 1.371
97 O 2.802 5.487 -2.094  C92 1.364, C95 1.412
98 H 1.806 3.028 -0.983  C94 1.091
99 H 2.291 3.840 0.545  C94 1.085
100 H 0.880 5.198 -1.539  C95 1.087